(1)
C9H56NO20 | ωB97M-V/def2-TZVPD

XYZ file:
```
86
Properties=species:S:1:pos:R:3:forces:R:3
C -1.291547 0.936003 1.555380 -0.45 -0.72 0.20
C -0.764887 0.493363 0.180010 2.16 0.39 -1.93
C -1.323237 1.355813 -0.976590 0.43 1.56 0.14
C -0.691177 2.772303 -1.054050 -0.52 -0.23 0.48
C 0.861783 2.740133 -1.150310 -1.56 -1.23 0.81
C 1.573483 1.777563 -0.076410 -1.52 0.87 0.41
N 0.772603 0.534013 0.130680 -0.17 -1.31 -1.03
O 1.409583 -0.515907 0.937280 -0.74 1.65 -0.53
C 1.738843 2.578713 1.271990 -0.09 -0.37 -0.74
C 2.983283 1.561533 -0.645830 -0.21 -0.96 0.15
C -1.282797 -0.929397 -0.219570 0.28 0.66 1.35
H -0.994957 0.169293 2.271130 0.38 0.06 0.11
H -2.378827 0.948423 1.631320 -0.35 -0.01 -0.35
H -0.966847 1.904363 1.936100 0.31 -0.06 -0.40
H -2.402727 1.385553 -0.828530 -0.25 0.50 0.20
H -1.261517 0.995953 -2.003620 0.64 -1.00 0.20
H -1.135567 3.370293 -0.258420 0.55 0.16 0.56
H -1.062617 3.287573 -1.939840 -0.04 -0.06 -0.33
H 1.211933 3.772353 -1.153340 0.42 -0.06 0.32
H 0.977873 2.355643 -2.163610 0.68 -0.27 -0.02
H 2.093603 1.910053 2.056300 0.10 -0.14 -0.12
H 0.787993 2.993663 1.606370 -0.01 0.13 -0.12
H 2.454773 3.384593 1.110460 0.05 0.20 0.22
H 3.591243 0.931013 0.002960 -0.01 0.21 0.30
H 3.447503 2.534033 -0.809660 0.12 0.05 0.11
H 2.976553 1.023843 -1.593960 -0.34 0.05 -0.19
H -2.365517 -0.847077 -0.314610 -0.28 -0.13 0.33
H -0.994167 -1.576067 0.609050 -0.12 -0.45 -0.28
H -0.956277 -1.318287 -1.184070 0.60 0.30 0.19
O 4.759913 6.739763 6.646070 -0.08 0.26 0.05
H 4.955043 6.237583 5.854880 0.01 -0.13 -0.24
H 5.100233 6.202423 7.361390 0.06 -0.14 0.18
O -3.297637 -4.055127 -5.884900 0.12 0.20 -0.18
H -2.903537 -4.894397 -5.647100 0.16 -0.22 0.11
H -4.220187 -4.147177 -5.646850 -0.23 0.03 0.07
O -2.100717 -8.123897 1.734710 -0.02 -0.17 -0.24
H -1.583407 -7.428017 2.140130 0.24 0.26 0.12
H -2.818617 -8.278087 2.348770 -0.18 -0.04 0.12
O -1.942677 3.289933 7.310650 -0.27 -0.02 0.08
H -1.567797 4.095973 7.665620 0.07 0.20 0.06
H -1.184797 2.771633 7.040060 0.25 -0.24 -0.16
O 0.397383 -2.019307 -7.198480 0.15 0.28 -0.04
H 0.441503 -2.674857 -7.894560 0.01 -0.14 -0.20
H -0.222557 -2.382287 -6.565910 -0.16 -0.12 0.27
O -0.924727 -3.266257 7.272810 0.22 0.15 -0.02
H -0.963267 -4.222387 7.249020 0.02 -0.25 -0.02
H -1.820547 -2.994877 7.473050 -0.23 0.12 0.03
O 5.662483 3.105253 -5.642520 -0.09 -0.08 -0.22
H 6.517613 3.530493 -5.577960 0.21 0.09 -0.02
H 5.371293 3.012883 -4.735380 -0.15 -0.05 0.26
O 5.922813 -3.493477 2.569170 0.16 -0.15 0.21
H 6.230713 -3.762737 1.703760 0.06 -0.06 -0.19
H 5.267013 -2.819227 2.391500 -0.26 0.24 -0.02
O -3.638697 5.045293 -7.022210 -0.25 0.08 0.11
H -3.289607 4.179713 -7.234690 0.12 -0.33 -0.01
H -3.071707 5.655213 -7.494180 0.13 0.17 -0.07
O 1.016283 0.511343 6.246170 0.05 0.27 0.33
H 0.536703 -0.298687 6.419620 -0.12 -0.26 0.04
H 1.253813 0.456103 5.320560 0.06 0.01 -0.41
O -2.879037 0.681653 -6.764910 -0.12 0.27 -0.19
H -2.089557 0.142423 -6.718150 0.29 -0.13 -0.02
H -3.505407 0.240343 -6.191200 -0.16 -0.09 0.19
O 5.361253 1.348263 7.402220 0.24 0.13 -0.07
H 5.447383 1.152823 8.335290 0.04 -0.07 0.21
H 4.425513 1.255933 7.223060 -0.32 -0.05 -0.15
O -6.191417 2.679413 -4.636590 -0.18 -0.16 0.18
H -5.455457 3.288523 -4.576710 0.24 0.19 0.03
H -6.291127 2.514933 -5.574270 -0.02 -0.01 -0.23
O 4.320123 -0.740857 -7.343320 0.19 -0.10 -0.22
H 4.433923 -0.061417 -6.678760 0.07 0.23 0.16
H 3.457803 -1.113757 -7.160070 -0.31 -0.12 0.06
O -6.133917 4.753473 2.074300 -0.16 0.11 0.19
H -5.770307 3.884303 1.905270 0.13 -0.25 0.00
H -5.998477 5.233333 1.257220 0.04 0.13 -0.19
O 0.287843 -5.058537 3.599140 -0.18 -0.38 0.03
H 0.481153 -4.402127 2.929840 0.07 0.27 -0.26
H 0.508783 -4.630277 4.426190 0.06 0.15 0.18
O -0.513197 -7.243427 -2.486560 -0.07 -0.18 -0.27
H 0.093313 -6.540217 -2.254480 0.26 0.27 0.06
H -1.169667 -7.233777 -1.790010 -0.16 -0.04 0.22
O 2.369453 -4.210847 -1.792770 -0.13 -0.33 -0.21
H 3.290923 -4.450037 -1.693290 0.19 -0.05 0.01
H 2.260743 -3.438467 -1.237930 -0.18 0.45 0.25
O -5.559417 -3.026127 3.524490 -0.25 -0.16 0.05
H -4.885127 -3.007147 2.845360 0.19 0.02 -0.22
H -5.186807 -2.520577 4.246840 0.08 0.15 0.16
```
Forces are in eV/Å.

Multiplicity: 1
HOMO-LUMO gap, eV: 3.8
Energy above the lowest of the compared OMol25 structures with the same formula, charge and spin, kcal/mol: 122.3
E_LUMO, eV: 1.7
Total charge: -1

(2)
C17H25AuN5 | ωB97M-V/def2-TZVPD

XYZ file:
```
48
Properties=species:S:1:pos:R:3:forces:R:3
Au -0.289318 -0.008653 -0.700740 -0.79 0.86 1.27
C 1.756638 1.960808 -1.870781 0.07 -0.01 0.04
C 0.454351 2.609945 -2.319003 0.30 -0.05 -0.04
N -0.767710 1.748591 -2.103766 0.07 -1.01 0.04
C -1.899685 2.460053 -1.455363 -0.30 0.08 -0.01
C -1.786647 2.445423 0.036583 0.03 0.16 0.09
C -2.393863 3.364125 0.870727 0.03 0.00 0.02
C -2.312138 3.177450 2.245906 -0.01 0.01 0.02
C -1.632827 2.080010 2.766471 0.00 0.01 -0.05
C -1.042512 1.189375 1.892653 0.00 0.15 0.13
C -0.379742 -0.088783 2.303776 -0.15 -0.06 0.21
N 0.661659 -0.486510 1.323935 -0.31 -0.24 -0.70
C 1.965631 0.247362 1.490260 0.19 0.04 -0.14
C 2.575110 0.711978 0.173572 0.06 0.01 -0.03
N 1.614857 1.584103 -0.475503 -0.15 -0.08 -0.06
N -1.125791 1.405558 0.567832 0.28 -0.39 -0.32
H 2.578434 2.658622 -2.049534 -0.03 0.06 -0.11
H 1.956906 1.066922 -2.468110 0.07 -0.02 0.03
H 0.534698 2.854784 -3.378078 -0.19 0.03 -0.01
H 0.310577 3.542193 -1.770490 -0.12 -0.04 0.03
H -1.088712 1.406552 -3.006108 0.01 0.09 -0.03
H -2.829674 1.955599 -1.728910 0.02 -0.04 -0.04
H -1.975881 3.481909 -1.831967 0.07 -0.02 -0.07
H -2.931670 4.204630 0.451708 0.00 0.00 0.02
H -2.785859 3.884631 2.915152 0.01 0.01 0.00
H -1.574397 1.911558 3.833819 0.00 0.03 0.00
H -1.139690 -0.873332 2.337898 0.03 -0.05 -0.02
H 0.041632 -0.008081 3.307944 0.08 -0.03 -0.03
H 0.824677 -1.489331 1.405860 -0.02 -0.04 -0.09
H 2.677606 -0.400229 2.003015 -0.14 -0.08 0.10
H 1.786332 1.114704 2.128227 -0.09 -0.04 0.01
H 2.776385 -0.145062 -0.475460 0.03 0.03 -0.04
H 3.533779 1.195967 0.375595 0.04 -0.05 0.09
H 1.394181 2.387723 0.103241 0.27 0.13 -0.02
N -0.204040 -1.855423 -1.750876 0.74 1.25 -0.35
C -0.054628 -2.995102 -0.903488 -0.06 -0.41 0.46
C 1.226760 -3.414090 -0.531110 -0.02 0.19 -0.18
C 1.363871 -4.578296 0.195028 -0.07 -0.10 0.14
C 0.229715 -5.305005 0.571178 0.01 0.04 -0.02
C -1.043766 -4.859028 0.229755 0.09 -0.10 0.14
C -1.194716 -3.693757 -0.497828 -0.01 0.22 -0.17
H -1.077873 -1.882318 -2.277775 0.03 -0.12 -0.04
H 0.567412 -1.764714 -2.411874 -0.08 -0.34 -0.13
H 2.103083 -2.854193 -0.844617 0.01 -0.06 -0.07
H 2.348543 -4.940701 0.458129 0.00 0.02 0.00
H 0.346128 -6.224637 1.129345 -0.01 0.00 -0.02
H -1.914210 -5.431501 0.519881 -0.01 0.01 0.00
H -2.183613 -3.351826 -0.786107 0.01 -0.04 -0.04
```
Forces are in eV/Å.

Multiplicity: 1
HOMO-LUMO gap (alpha / beta), eV: 5.0 / 5.2
E_LUMO (alpha / beta), eV: -13.3 / -13.2
Total charge: +3

(3)
C2HFN2O | ωB97M-V/def2-TZVPD

XYZ file:
```
7
Properties=species:S:1:pos:R:3:forces:R:3
F -1.681998 1.204206 0.044772 0.66 -0.92 0.12
C -0.557192 0.499528 0.040031 -0.38 -0.45 -0.02
C -0.237204 -0.828193 0.020768 1.66 1.73 -0.36
N 1.195774 -0.805353 -0.074854 -1.34 0.25 0.35
N 1.644256 0.377208 -0.057762 -1.45 -1.42 -0.02
O 0.515812 1.230930 0.019500 0.69 1.23 -0.06
H -0.879448 -1.678325 0.007544 0.16 -0.42 0.00
```
Forces are in eV/Å.

Multiplicity: 1
HOMO-LUMO gap, eV: 11.4
Energy above the lowest of the compared OMol25 structures with the same formula, charge and spin, kcal/mol: 27.8
E_LUMO, eV: 0.8
SMILES: Fc1cnno1
Total charge: 0

(4)
C5H6O2 | ωB97M-V/def2-TZVPD

XYZ file:
```
13
Properties=species:S:1:pos:R:3:forces:R:3
O -0.952399 -0.121404 2.198142 0.17 -0.03 -0.45
C -0.537669 -0.170988 1.064134 -0.14 0.02 0.20
C -1.422303 -0.332749 -0.178771 -0.13 0.08 0.11
O -0.597944 -0.850881 -1.218310 0.00 -0.04 -0.10
C 0.729604 -0.500395 -1.179951 0.03 0.12 0.10
C 0.971844 0.850017 -0.575795 0.01 0.17 -0.12
C 0.880624 -0.060486 0.627809 0.06 0.09 0.33
H -1.885197 0.628148 -0.444327 0.07 -0.12 0.09
H -2.216998 -1.058060 0.002890 0.11 0.09 0.01
H 1.201515 -1.115153 -0.078915 0.04 -0.13 -0.07
H 0.184765 1.596576 -0.667763 0.09 -0.13 0.01
H 1.959781 1.267490 -0.757622 -0.15 -0.13 0.03
H 1.678068 -0.084731 1.368456 -0.17 0.02 -0.14
```
Forces are in eV/Å.

Multiplicity: 1
HOMO-LUMO gap, eV: 9.6
Energy above the lowest of the compared OMol25 structures with the same formula, charge and spin, kcal/mol: 95.0
E_LUMO, eV: 0.6
Total charge: 0

(5)
C5H34N2O11 | ωB97M-V/def2-TZVPD

XYZ file:
```
52
Properties=species:S:1:pos:R:3:forces:R:3
C -1.342305 -0.408498 0.977066 0.02 0.37 0.39
C -1.209482 -1.041387 -0.412202 1.43 0.30 -1.09
C -1.795654 -2.453033 -0.642369 0.87 0.14 0.82
O -0.802772 -3.408794 -0.241927 -0.32 -0.26 0.53
N -1.457599 -0.117497 -1.527826 -0.88 0.19 0.45
C -0.330594 0.782351 -1.866115 -1.31 -0.19 0.00
C -0.834267 2.213337 -2.068226 -0.95 0.42 -1.69
N -1.159200 3.037382 -0.887631 0.86 -0.67 -1.87
H -0.455856 -0.732958 1.519787 -0.32 0.18 0.41
H -2.226764 -0.573707 1.596579 -0.13 -0.52 -0.40
H -1.323729 0.690478 0.897222 0.31 -0.27 -0.16
H -0.101894 -1.176677 -0.473079 -0.64 -0.38 -0.19
H -2.672898 -2.570195 -0.007175 -0.02 -0.34 -0.02
H -2.061515 -2.697336 -1.664436 -0.39 0.49 0.01
H -0.179999 -3.552086 -0.966926 -0.12 0.03 -0.03
H -2.269990 0.438311 -1.276017 0.01 0.09 -0.09
H 0.055499 0.364782 -2.804046 0.58 0.42 0.21
H 0.389403 0.737153 -1.052404 0.58 0.11 -0.02
H -0.260237 2.743842 -2.842659 0.62 0.04 0.67
H -1.779198 2.141820 -2.631758 0.04 -0.30 0.13
H -0.422323 2.804350 -0.241118 -0.77 0.07 1.04
H -2.117590 2.777686 -0.695173 0.29 -0.02 1.22
O 0.942005 -1.890911 3.059519 0.81 0.46 0.92
H 0.350206 -2.412571 2.519379 0.27 -0.52 -0.29
H 1.866351 -2.228312 3.043211 -1.09 -0.19 -0.59
O -3.808233 1.545637 0.392410 -0.12 -0.02 -0.34
H -3.450795 2.214297 1.023170 -0.70 -0.24 -0.09
H -4.760123 1.678506 0.245525 0.67 0.21 0.33
O -2.596154 3.125870 2.294566 -0.42 0.09 -0.31
H -1.847480 3.416197 1.762469 0.29 0.06 0.19
H -2.255036 2.386445 2.799550 0.18 -0.12 0.22
O 0.244204 3.241660 1.823952 0.53 -1.24 0.64
H 0.586943 4.000139 1.370508 0.45 0.70 -0.29
H 1.011458 2.777481 2.231669 -0.68 0.55 -0.28
O -1.747615 -1.974640 -3.954521 -0.08 0.02 -0.59
H -2.017039 -1.048276 -3.904343 0.08 -0.21 0.24
H -1.421490 -2.167952 -3.074690 0.11 0.31 -0.06
O 1.940203 -3.452442 -1.548261 -0.39 0.27 -1.00
H 1.690491 -2.789680 -0.902146 0.35 -0.17 0.45
H 2.228147 -4.261037 -1.132359 0.08 -0.05 0.61
O 1.834401 0.454885 2.061889 0.27 0.31 0.63
H 1.276149 0.844440 1.389499 -0.49 -0.35 -0.02
H 1.361829 -0.194933 2.621335 -0.33 0.01 -0.60
O 4.272921 1.024895 1.277377 0.79 -0.48 0.97
H 3.807060 1.443829 0.570969 -0.35 0.24 -0.82
H 3.565341 0.600619 1.795241 0.12 0.43 -0.30
O 3.331269 -0.293111 -1.403469 -0.26 -0.66 1.75
H 4.173220 -0.754506 -1.560990 -0.73 0.88 -0.84
H 2.921260 0.277940 -2.046971 0.81 -0.25 -0.86
O 3.549174 -2.229113 1.505347 -0.12 -0.46 0.39
H 3.207164 -1.563237 0.901092 0.17 0.39 0.01
H 4.103109 -1.771457 2.149522 0.04 0.15 -0.40
```
Forces are in eV/Å.

Multiplicity: 1
HOMO-LUMO gap, eV: 9.1
Energy above the lowest of the compared OMol25 structures with the same formula, charge and spin, kcal/mol: 72.9
E_LUMO, eV: 0.0
SMILES: C[C@@H](CO)NCCN.O.O.O.O.O.O.O.O.O.O
Total charge: 0